Molecular formula: C8H18N3PPtS5Sb
Method: DFT, the ωB97M-V functional and the def2-TZVPD basis

Positions of all 37 atoms, in Å:
Pt  -0.721  1.807  -1.133
S  -3.527  6.318  -0.661
Sb  -2.583  4.169  -0.477
S  -2.666  2.586  -2.118
S  -0.523  3.541  0.220
S  -4.459  4.932  0.722
C  2.812  -1.416  1.197
N  1.618  -1.968  0.552
C  1.988  -2.467  -0.774
N  2.649  -1.471  -1.623
C  3.809  -0.934  -0.908
N  3.483  -0.380  0.407
C  2.707  0.848  0.310
P  1.112  0.487  -0.545
C  0.566  -0.960  0.463
C  1.746  -0.407  -2.042
H  3.524  -2.228  1.346
H  2.542  -1.008  2.172
H  1.095  -2.833  -1.283
H  2.678  -3.301  -0.642
H  4.285  -0.166  -1.519
H  4.521  -1.747  -0.761
H  3.263  1.606  -0.244
H  2.488  1.247  1.302
H  -0.349  -1.377  0.037
H  0.315  -0.597  1.463
H  2.276  0.300  -2.684
H  0.913  -0.815  -2.619
C  -4.680  0.406  0.252
S  -2.990  0.230  0.863
C  -3.192  -1.204  1.939
H  -5.318  0.921  0.967
H  -5.099  -0.575  0.034
H  -4.639  0.976  -0.673
H  -3.773  -1.972  1.431
H  -3.671  -0.945  2.882
H  -2.201  -1.603  2.148

The lowest unoccupied orbital energy is -5.4749 eV. The calculation puts the HOMO energy at -0.42347 Ha. The energy above the lowest of the compared OMol25 structures with the same formula, charge and spin comes out at 0.000 eV. Its total charge is +1. The gap between HOMO and LUMO comes out at 6.048 eV.